[1]
A molecular structure, C20H37AlLiNO7. Source: the OMol25 dataset; level of theory: the ωB97M-V functional and the def2-TZVPD basis.

- E_HOMO (eV) = -7.26

Last column: Löwdin charge in e.
Element x y z (Å)
C1 -2.2819 1.5625 -4.7269  -0.0560
C2 -1.3723 1.4280 -3.5345  -0.2933
O1 -1.9473 0.5360 -2.6064  -0.1229
C3 -1.1024 0.1385 -1.5654  -0.2996
C4 -0.9370 -1.3403 -1.3215  -0.1476
C5 -0.0241 -1.4432 -0.0963  -0.2069
C6 1.4546 -1.4504 -0.4837  -0.3440
C7 2.3797 -1.3202 0.7193  -0.3667
Al1 3.3287 -3.1020 1.0385  0.1593
H1 -1.8937 2.3294 -5.3908  0.0813
H2 -3.2704 1.8697 -4.4031  0.0822
H3 -2.3379 0.6218 -5.2619  0.0846
H4 -1.2518 2.4189 -3.0653  0.1169
H5 -0.3794 1.0823 -3.8395  0.1225
H6 -1.4031 0.6166 -0.6244  0.1034
H7 -0.0504 0.3641 -1.8063  0.0473
H8 -0.4120 -1.7323 -2.1914  0.1287
H9 -1.8838 -1.8633 -1.2371  0.1160
H10 -0.2695 -2.3319 0.4762  0.1245
H11 -0.1981 -0.5817 0.5572  0.0976
H12 1.6075 -0.6217 -1.2164  0.0718
H13 1.6167 -2.3623 -1.0608  0.0838
H14 3.1895 -0.6237 0.4924  0.0133
H15 1.8358 -0.9595 1.5891  0.0256
H16 4.0586 -3.4006 -0.3937  -0.1375
H17 2.2470 -4.2514 1.4051  -0.1539
H18 4.4789 -2.9185 2.1733  -0.1589
C8 -1.5809 -6.9030 0.6562  -0.0235
O2 -2.9881 -6.6320 0.5497  0.0099
C9 -3.2714 -5.4561 0.0086  -0.6294
O3 -2.4678 -4.6505 -0.3804  0.1146
O4 -4.5982 -5.3148 -0.0291  0.0052
C10 -5.0380 -4.0800 -0.5918  -0.0457
H19 -1.5026 -7.8845 1.1118  0.0934
H20 -1.1185 -6.9117 -0.3277  0.0982
H21 -1.0924 -6.1615 1.2837  0.0995
H22 -4.7026 -3.9851 -1.6230  0.0958
H23 -4.6708 -3.2386 -0.0064  0.0935
H24 -6.1229 -4.1059 -0.5581  0.0922
C11 -3.4531 2.6995 -0.1009  -0.1557
C12 -2.6807 2.5465 1.2091  -0.1580
C13 -1.6965 3.7070 1.1223  -0.2088
O5 -2.3409 4.7303 0.3812  -0.1323
C14 -3.5298 4.2156 -0.2325  -0.1872
H25 -4.4327 2.2268 -0.0901  0.1206
H26 -2.8843 2.2709 -0.9303  0.0864
H27 -3.3468 2.6884 2.0608  0.1210
H28 -2.1919 1.5794 1.3249  0.1018
H29 -0.7743 3.4242 0.5820  0.0945
H30 -1.4022 4.0937 2.0971  0.1242
H31 -4.3977 4.6179 0.2976  0.1210
H32 -3.5693 4.5564 -1.2670  0.1169
C15 6.3850 3.4404 1.1520  -0.0682
C16 5.3220 2.7978 0.5316  -0.0651
C17 4.2977 2.2582 1.2915  -0.0139
C18 4.3571 2.3734 2.6658  -0.1390
C19 5.4109 2.9944 3.3040  0.0041
C20 6.4297 3.5345 2.5353  -0.0586
N1 3.2684 1.7974 3.4762  -0.3443
O6 2.3433 1.2827 2.8852  0.0629
O7 3.3732 1.8666 4.6797  0.0948
H33 7.1846 3.8591 0.5563  0.1082
H34 5.3013 2.7066 -0.5461  0.1054
H35 3.4768 1.7256 0.8344  0.0881
H36 5.4357 3.0546 4.3812  0.1219
H37 7.2625 4.0248 3.0192  0.1099
Li1 0.8239 1.5865 -0.9397  0.7741

Atomic forces in eV per Å
C 0.2 0.1 0.1
C -0.1 0.4 0.1
O 0.1 -0.4 -0.1
C -0.1 0.1 0.0
C 0.0 0.0 0.0
C 0.0 -0.3 -0.3
C -0.5 0.2 0.2
C 0.2 -0.2 -0.3
Al 0.4 0.0 0.1
H 0.1 0.1 -0.2
H -0.2 0.0 0.0
H -0.1 -0.1 -0.1
H 0.1 0.1 0.1
H 0.1 -0.2 0.0
H -0.1 0.2 0.0
H 0.0 0.4 -0.4
H -0.1 -0.3 -0.1
H -0.2 0.0 0.2
H 0.1 -0.1 0.2
H -0.1 0.0 0.3
H 0.1 0.0 -0.2
H 0.2 0.0 -0.2
H 0.2 0.1 0.1
H 0.0 0.2 0.1
H -0.1 0.0 -0.1
H -0.2 0.0 0.0
H -0.1 0.0 0.1
C 0.1 -0.1 0.1
O 0.0 -0.1 0.0
C 0.0 -0.1 0.1
O 0.0 0.3 -0.1
O 0.0 0.0 0.0
C -0.1 0.1 0.0
H -0.1 0.0 0.0
H 0.0 0.1 0.0
H 0.0 0.1 0.0
H 0.1 0.0 0.0
H 0.1 0.0 0.0
H 0.0 0.0 0.0
C 0.1 0.0 0.0
C 0.0 0.0 0.0
C -0.1 0.0 0.0
O 0.0 0.0 -0.1
C 0.0 0.0 0.1
H 0.0 0.0 0.0
H -0.1 0.0 0.0
H 0.0 0.0 0.0
H 0.0 0.0 0.0
H 0.1 -0.1 0.0
H 0.1 0.0 0.0
H 0.0 0.0 0.0
H 0.0 0.0 0.0
C 0.0 0.0 0.0
C 0.0 0.0 0.0
C 0.0 0.0 -0.2
C 0.0 0.0 0.0
C 0.1 0.1 0.1
C 0.0 0.0 -0.1
N 0.2 0.0 0.0
O -0.3 0.1 -0.1
O -0.1 0.0 0.1
H 0.0 0.0 0.0
H 0.0 0.0 0.0
H 0.0 -0.1 0.1
H -0.1 0.0 0.0
H 0.0 0.0 0.0
Li 0.1 -0.3 0.5

---

[2]
3 unconnected molecules or ions with the total composition C20H37BrF3N3O12PS at a distorted geometry. Source: the OMol25 dataset; level of theory: the ωB97M-V functional and the def2-TZVPD basis.

- charge = +1
- E_HOMO (eV) = -12.27

Last column: Löwdin charge in e.
Element x y z (Å)
C1 -4.0159 0.0720 4.2503  -0.0556
C2 -2.5798 -0.3556 3.5058  -0.2753
N1 -1.4441 0.1001 4.1203  0.1121
C3 -2.7077 -1.2976 2.1840  -0.0530
C4 -1.6346 -1.0641 0.9870  -0.3421
C5 -0.3040 -2.0214 1.3250  -0.1152
C6 -0.6012 -3.6274 1.2124  -0.1663
C7 0.4410 -4.3982 0.1541  -0.0798
C8 -0.3275 -4.6377 -1.2755  -0.2764
O1 0.2108 -4.1414 -2.3939  -0.0419
O2 -1.5939 -5.4170 -1.3576  -0.0074
C9 -1.0736 0.4435 0.7639  -0.0321
N2 -1.6179 1.1714 -0.4884  -0.2203
S1 -3.0363 2.1264 -0.2189  0.9049
O3 -3.2314 3.3048 -1.2569  -0.2871
O4 -2.8446 2.9259 1.1349  -0.2798
C10 -4.6664 1.2776 -0.0581  -0.2853
F1 -4.7505 -0.1489 -0.3872  0.0284
F2 -5.6578 2.0006 -0.9401  0.0346
F3 -5.2019 1.4773 1.3402  0.0252
C11 -1.5624 0.3202 -1.7278  -0.8537
Br1 -2.9923 0.5402 -3.0825  0.8642
P1 0.0877 0.7273 -2.6709  0.8768
N3 0.1904 -0.5374 -3.9510  -0.1470
O5 1.4797 0.4654 -1.6833  -0.3462
C12 -1.4461 -1.3158 -1.4276  -0.2028
O6 -2.2198 -1.6975 -0.2413  -0.1362
H1 -4.7023 -0.8957 4.2743  0.0964
H2 -4.5254 1.0039 3.7619  0.0772
H3 -3.7473 0.3052 5.3902  0.1034
H4 -0.6617 -0.2700 3.5705  0.0196
H5 -3.8157 -1.1445 1.7684  0.1318
H6 -2.7045 -2.4251 2.5784  0.1571
H7 0.1526 -1.8374 2.3755  0.1222
H8 0.5815 -1.7983 0.5556  0.1200
H9 -0.3342 -4.1026 2.2751  0.1313
H10 -1.7138 -3.9235 1.0080  0.1246
H11 1.4829 -3.8668 0.0751  0.1342
H12 0.6574 -5.4589 0.6546  0.1422
H13 -1.4513 -6.1062 -2.0760  0.1366
H14 -1.0744 1.1384 1.7220  0.1615
H15 0.0895 0.3226 0.5135  0.1550
H16 -0.8526 1.9013 -0.6471  0.1605
H17 0.7396 -1.3099 -3.4625  0.0557
H18 0.8537 -0.2259 -4.7128  0.0652
H19 1.7642 1.3970 -1.3783  0.0853
H20 -0.3308 -1.6673 -1.4395  0.1102
H21 -1.9684 -1.8537 -2.3563  0.1479
C13 3.9598 -0.9086 -10.1816  -0.0665
C14 2.6829 -0.3228 -9.6040  -0.2176
O7 2.8034 -0.1216 -8.1903  0.0138
C15 3.5303 0.9587 -7.8108  -0.5529
O8 4.0722 1.7585 -8.5568  0.1173
O9 3.5744 0.9824 -6.4558  -0.0250
C16 4.3987 2.0176 -5.9243  -0.0520
H22 4.2424 -1.8205 -9.6463  0.0828
H23 3.8333 -1.1426 -11.2419  0.0834
H24 4.7971 -0.2110 -10.0826  0.0762
H25 1.8613 -1.0344 -9.7524  0.1241
H26 2.3979 0.6069 -10.1061  0.1258
H27 4.1148 2.9969 -6.3223  0.0996
H28 5.4498 1.8020 -6.1398  0.1034
H29 4.2645 2.0357 -4.8391  0.0873
C17 -0.3216 2.4924 5.7592  -0.0819
C18 0.7772 1.4743 6.0111  -0.2355
O10 1.8980 2.0798 6.6674  0.0200
C19 1.7441 2.3167 7.9940  -0.5501
O11 0.7550 2.0569 8.6604  0.1091
O12 2.8709 2.9183 8.4485  -0.0072
C20 2.7999 3.3167 9.8159  -0.0493
H30 0.0713 3.3573 5.2156  0.0807
H31 -1.1358 2.0479 5.1807  0.0321
H32 -0.7359 2.8704 6.6988  0.0783
H33 1.1427 1.0939 5.0493  0.1069
H34 0.4121 0.6135 6.5798  0.1218
H35 2.5182 2.4786 10.4610  0.0980
H36 2.0918 4.1440 9.9246  0.1007
H37 3.7904 3.6666 10.1201  0.0959

Atomic forces in eV per Å
C 1.2 -1.1 0.7
C 1.2 1.7 2.2
N -4.4 -2.4 -3.2
C -1.4 0.2 0.4
C 1.0 -2.2 0.8
C 0.7 -0.2 -0.6
C 0.8 -0.8 1.2
C -1.6 -1.0 0.8
C 2.3 1.5 -5.1
O -3.4 -2.9 6.6
O 3.8 0.9 0.1
C 2.2 -1.1 1.3
N 1.7 -1.0 -0.1
S -1.5 13.2 2.2
O 1.1 -6.2 2.7
O -0.1 -5.1 -4.4
C -7.0 -2.3 0.5
F 0.6 5.0 1.3
F 4.1 -2.7 3.2
F 2.4 -0.9 -5.1
C 1.1 -4.4 -1.3
Br 0.8 0.4 1.1
P 1.4 1.3 -2.2
N 1.6 0.2 2.7
O -1.5 1.5 0.3
C -1.3 -0.3 -0.8
O 1.8 2.3 0.1
H 1.2 2.2 -0.3
H 1.0 -2.0 0.8
H -0.5 -0.4 -2.7
H 0.2 0.0 0.2
H 2.5 -0.2 0.8
H 0.3 2.4 -1.1
H -1.0 0.0 -1.7
H -2.0 -0.2 1.6
H -0.7 1.1 -2.3
H 2.2 0.7 0.1
H -2.3 -0.9 -0.4
H -0.6 2.2 -1.4
H -0.2 1.4 0.9
H -0.7 -1.3 -2.1
H -2.5 0.3 0.2
H -1.3 0.0 0.0
H -1.0 0.6 -1.0
H -1.0 0.1 1.1
H -0.5 -2.1 -0.8
H -2.0 0.7 0.5
H 1.2 1.2 2.2
C 0.3 0.1 0.1
C 0.0 -0.3 -0.8
O 0.3 1.0 0.7
C 0.4 0.1 -0.9
O -0.9 -1.1 1.2
O -0.3 -0.1 -0.7
C 0.3 0.4 0.2
H -0.2 0.0 -0.1
H 0.0 0.0 0.1
H -0.2 0.0 -0.1
H 0.1 0.2 0.4
H 0.2 0.0 0.2
H 0.1 -0.2 -0.1
H -0.2 0.2 -0.1
H -0.1 -0.2 -0.2
C -0.2 0.4 0.2
C -0.6 0.0 -0.3
O 0.2 0.0 0.9
C -0.5 0.1 0.3
O 1.4 0.3 -0.9
O -0.8 -0.6 -0.6
C 0.1 0.2 0.6
H 0.1 -0.1 0.0
H 0.3 0.1 0.2
H 0.1 -0.2 -0.1
H 0.3 0.2 0.3
H 0.1 0.2 0.1
H -0.1 0.2 -0.2
H 0.0 -0.2 0.1
H -0.1 -0.1 -0.4

---

[3]
A molecular structure, C20H37Cl4HfN2Si4 at a distorted geometry. Source: the OMol25 dataset; level of theory: the ωB97M-V functional and the def2-TZVPD basis.

- charge = +3
- E_HOMO (spin up / spin down) (eV) = -16.92 / -16.93

Last column: Löwdin charge in e.
Element x y z (Å)
Hf1 0.3550 -1.1378 -0.4783  1.5455
Cl1 5.7149 -2.3259 -2.9873  0.7947
C1 4.8374 -2.5495 -1.5386  -0.6371
C2 5.4699 -2.9379 -0.3595  -0.0156
C3 4.7007 -3.1012 0.7811  -0.0014
C4 3.3437 -2.8464 0.7215  -0.1504
N1 2.7281 -2.4464 -0.4003  -0.0640
C5 3.4709 -2.3182 -1.5114  -0.1902
H1 6.5364 -3.1166 -0.3429  0.1370
H2 5.1493 -3.4285 1.7077  0.1331
H3 2.7194 -2.9668 1.5970  0.0862
H4 2.9509 -2.0461 -2.4242  0.1080
Cl2 -4.3018 -5.5232 -1.4575  0.8051
C6 -3.8483 -3.9025 -1.1917  -0.6362
C7 -4.7981 -2.8847 -1.1564  -0.0159
C8 -4.3786 -1.5990 -0.8516  -0.0141
C9 -3.0369 -1.3609 -0.6360  -0.2023
N2 -2.1049 -2.3275 -0.7259  -0.0464
C10 -2.5127 -3.5722 -0.9943  -0.1416
H5 -5.8385 -3.0997 -1.3587  0.1368
H6 -5.0922 -0.7904 -0.7851  0.1311
H7 -2.6748 -0.3705 -0.3796  0.0310
H8 -1.7567 -4.3450 -1.0518  0.1213
C11 2.4270 0.5410 1.7171  -0.2293
Si1 1.9967 1.8231 0.3679  0.3656
C12 3.0645 1.1980 -1.0815  -0.2098
C13 2.4124 3.6024 0.7797  -0.1855
Si2 -0.4482 1.4733 0.0473  0.4366
Si3 -0.8635 1.6442 -2.5335  0.4426
C14 -0.5817 3.4337 -3.0201  -0.1804
C15 0.4607 0.5299 -3.3470  -0.2380
C16 -2.5364 0.9152 -3.0148  -0.2046
Si4 -1.9629 2.0348 2.0863  0.4859
C17 -1.8958 3.9005 1.9035  -0.2096
C18 -3.6513 1.2726 1.7557  -0.2036
C19 -1.1197 1.3511 3.6272  -0.1850
H9 3.5058 0.5348 1.8850  0.0589
H10 2.1484 -0.4877 1.4382  -0.0715
H11 1.9679 0.7641 2.6792  0.0258
H12 4.0993 1.1004 -0.7476  0.0602
H13 3.0846 1.8992 -1.9156  0.0500
H14 2.7636 0.2136 -1.4661  -0.0367
H15 3.4876 3.7329 0.9154  0.0540
H16 1.9316 3.9482 1.6946  0.0366
H17 2.1079 4.2751 -0.0225  0.0413
H18 0.4336 3.7638 -2.7998  0.0382
H19 -1.2706 4.1149 -2.5222  0.0442
H20 -0.7334 3.5496 -4.0957  0.0594
H21 1.4706 0.7436 -3.0010  -0.0082
H22 0.4658 0.7595 -4.4162  0.0683
H23 0.2602 -0.5535 -3.2746  0.0110
H24 -3.3646 1.3418 -2.4490  0.0399
H25 -2.5705 -0.1690 -2.9082  0.0129
H26 -2.7313 1.1391 -4.0663  0.0573
H27 -2.2673 4.2360 0.9356  0.0381
H28 -0.8893 4.2961 2.0365  0.0323
H29 -2.5238 4.3692 2.6644  0.0552
H30 -4.0469 1.5574 0.7802  0.0343
H31 -4.3626 1.6375 2.5006  0.0570
H32 -3.6486 0.1850 1.8277  0.0232
H33 -0.0331 1.3423 3.5471  0.0105
H34 -1.4613 0.3448 3.8692  0.0021
H35 -1.3703 1.9899 4.4771  0.0571
Cl3 -1.8354 -2.6658 4.4221  0.6375
C20 -0.1646 -2.7342 3.9057  -0.8713
Cl4 -0.0200 -2.1121 2.2017  0.4755
H36 0.1973 -3.7580 3.9079  0.0547
H37 0.4349 -2.0817 4.5323  0.0523

Atomic forces in eV per Å
Hf -1.2 0.3 0.4
Cl -0.1 0.0 0.0
C 0.0 0.0 0.2
C -0.1 0.0 -0.1
C -0.1 -0.1 -0.2
C -0.2 0.0 0.3
N -1.0 1.0 0.1
C -0.2 0.0 -0.3
H 0.0 0.0 0.0
H 0.0 0.0 0.0
H 0.0 0.0 0.0
H 0.1 0.1 0.0
Cl 0.1 0.0 -0.1
C 0.0 0.3 0.1
C 0.1 0.0 0.0
C 0.0 -0.1 0.0
C 0.0 0.2 0.1
N 1.4 1.3 0.1
C 0.4 -0.6 -0.1
H 0.0 0.0 0.1
H 0.0 0.0 0.0
H -0.1 0.0 0.0
H 0.0 0.0 0.0
C -0.2 0.6 -0.1
Si 0.2 -0.3 0.1
C -0.4 0.3 0.2
C -0.2 -0.2 0.0
Si 0.9 -1.6 -0.3
Si -0.1 -0.6 0.1
C 0.0 -0.2 0.4
C -0.1 0.4 0.6
C 0.2 0.4 0.2
Si 0.1 0.1 -0.3
C -0.1 -0.3 0.1
C 0.4 0.1 0.0
C -0.1 0.1 -0.4
H 0.1 -0.1 -0.1
H 0.1 0.0 0.1
H -0.2 -0.1 0.0
H 0.0 -0.1 0.2
H -0.1 -0.1 -0.1
H 0.1 0.0 -0.1
H 0.1 -0.1 0.0
H -0.1 -0.1 0.0
H 0.0 0.0 -0.1
H 0.0 0.0 0.0
H -0.1 0.0 0.1
H 0.0 -0.2 -0.1
H 0.0 0.0 0.0
H -0.1 -0.3 -0.1
H -0.1 -0.2 -0.1
H 0.0 0.0 0.1
H 0.1 0.0 0.0
H 0.1 0.1 -0.1
H 0.0 -0.1 -0.1
H 0.1 -0.1 0.0
H -0.1 0.0 0.1
H 0.0 0.1 0.0
H 0.0 0.1 0.1
H 0.1 0.0 0.0
H 0.0 0.1 0.0
H 0.0 0.0 -0.1
H -0.1 0.1 0.0
Cl 0.5 -0.1 -0.2
C -0.7 -0.4 1.4
Cl 0.1 0.4 -1.4
H 0.0 0.1 -0.2
H 0.1 0.1 -0.2

---

Which relative energy (zero: lowest compared OMol25 entry of this formula, charge and spin) belongs to each record? In order, 0.0000; 5.9888; 3.2191 eV.